[1]
# C3H10NO2

2 unconnected molecules or ions with the total composition C3H10NO2 at a distorted geometry (wB97M-V/def2-TZVPD, the OMol25 dataset).

The value obtained for the LUMO energy is 3.33 eV. Its spin multiplicity is 1. The total charge is -1. The calculation puts the HOMO energy at -2.226 eV. The value obtained for the energy above the lowest of the compared OMol25 structures with the same formula, charge and spin is 120.9 kJ/mol. The gap between HOMO and LUMO comes out at 5.56 eV.

CARTESIAN COORDINATES (ANGSTROEM)
C: -0.006689 0.383613 0.699451
C: -0.316164 1.175671 -0.564547
C: -1.049035 0.375069 -1.648067
O: -1.147438 1.005458 -2.839423
N: 0.938952 1.059997 1.604603
H: -0.941646 0.193960 1.221296
H: 0.338603 -0.572474 0.307620
H: 0.636984 1.553322 -0.982483
H: -0.887134 2.081814 -0.270795
H: -0.456275 -0.582738 -1.684539
H: -2.050854 0.097175 -1.244362
H: 1.671115 0.422002 1.877315
H: 1.414496 1.778266 1.072187
H: 0.928170 -2.679378 1.218907
H: 0.489952 -3.243700 2.576315
O: 1.229887 -3.231170 1.964730

Atoms 1-2, force components in eV/Å:
C -0.35 0.20 -0.56
C 0.16 1.08 0.75

Löwdin population analysis, charges in e, atoms 1 to 4: number 1, C, carries -0.337; number 2, C, carries -0.250; number 3, C, carries -0.585; number 4, O, carries -0.388

[2]
# C23H53N7O9

8 unconnected molecules or ions with the total composition C23H53N7O9 at a distorted geometry (wB97M-V/def2-TZVPD, the OMol25 dataset).

The value obtained for the LUMO energy (alpha / beta) is 2.08 / 1.09 eV. Its spin multiplicity is 2. The total charge is -1. The calculation puts the HOMO energy (alpha / beta) at -5.546 / -4.867 eV. The value obtained for the energy above the lowest of the compared OMol25 structures with the same formula, charge and spin is 8.0 kJ/mol. The gap between HOMO and LUMO (alpha / beta) comes out at 7.62 / 5.96 eV.

CARTESIAN COORDINATES (ANGSTROEM)
O: -0.911842 1.423052 -1.574563
C: 0.193690 0.468181 -1.433736
C: -0.081750 -0.922126 -0.598023
O: -1.264165 -1.694596 -0.802398
H: 1.018300 1.024020 -0.987454
H: 0.583574 0.195966 -2.414549
H: -0.098336 -0.658694 0.459537
H: 0.736274 -1.560701 -0.931403
C: -1.223910 -5.250379 -2.325526
C: -0.114236 -5.496130 -1.314418
O: 0.396844 -6.541837 -1.206505
N: 0.231322 -4.435185 -0.491107
C: 1.040174 -4.409031 0.620589
H: -0.823694 -5.594930 -3.279052
H: -1.535865 -4.208005 -2.390638
H: -2.144697 -5.798851 -2.126959
H: -0.092898 -3.527596 -0.793200
H: 0.615186 -3.793069 1.413108
H: 1.852699 -3.767159 0.280140
H: 1.340355 -5.404452 0.947871
C: -4.841262 3.349805 1.771605
C: -3.823321 2.816413 0.807506
O: -4.162767 1.908869 0.026870
N: -2.698452 3.458691 0.684824
C: -2.248045 4.604337 1.483903
H: -4.450515 3.882798 2.638405
H: -5.601555 2.622352 2.055991
H: -5.333013 4.116698 1.173136
H: -2.066751 3.090477 -0.011931
H: -1.356952 5.116679 1.121200
H: -2.001917 4.183169 2.458647
H: -3.006796 5.380942 1.580267
C: 0.990246 3.127402 -4.287731
C: 1.310562 4.048657 -3.120222
O: 2.138525 4.981132 -3.253097
N: 0.555818 3.809621 -2.038150
C: 0.607365 4.632339 -0.794412
H: 0.883076 3.878682 -5.070151
H: 0.202813 2.409890 -4.057021
H: 1.919503 2.601638 -4.507153
H: -0.154083 3.094640 -2.108441
H: 0.905439 4.139148 0.130811
H: -0.441415 4.899323 -0.664554
H: 1.071927 5.605276 -0.954639
C: -0.919796 -2.156501 -6.236746
C: -1.170880 -1.908070 -4.679581
O: -2.261336 -1.532734 -4.210619
N: -0.210911 -2.320474 -3.844042
C: 1.182241 -2.536762 -4.057626
H: -0.033512 -1.564893 -6.466085
H: -1.814523 -1.774979 -6.728678
H: -0.839756 -3.220588 -6.459051
H: -0.472619 -2.253042 -2.870864
H: 1.242143 -3.353655 -4.776790
H: 1.659028 -2.871739 -3.136448
H: 1.719439 -1.622260 -4.309012
C: 3.948588 -1.496059 0.141701
C: 4.417127 -2.199027 1.414357
O: 3.693303 -2.984171 2.018447
N: 5.609265 -2.015335 1.938631
C: 6.143043 -2.724221 3.105805
H: 4.729899 -1.103448 -0.509076
H: 3.288409 -0.660974 0.375968
H: 3.380709 -2.185362 -0.483179
H: 6.194817 -1.413013 1.377876
H: 6.639810 -3.619659 2.732315
H: 5.285761 -3.094709 3.667854
H: 6.879285 -2.084258 3.592122
C: -4.009754 -0.966159 3.345401
C: -3.560669 -1.266442 1.941471
O: -4.114885 -0.872799 0.913845
N: -2.357713 -1.916191 1.802769
C: -1.396601 -2.338790 2.782886
H: -4.202085 -1.996042 3.646169
H: -4.924714 -0.375938 3.396231
H: -3.307983 -0.496890 4.034904
H: -1.867201 -1.966710 0.921327
H: -1.276051 -1.737760 3.684172
H: -0.407643 -2.200522 2.345926
H: -1.578852 -3.381736 3.042021
C: 0.647440 4.565001 4.820416
C: 0.771097 4.082632 3.461002
O: 1.305816 4.770461 2.569712
N: 0.461305 2.817880 3.261124
C: 0.443030 2.048391 1.968095
H: 1.612183 5.025456 5.033379
H: 0.484241 3.800383 5.579900
H: -0.083143 5.370920 4.889929
H: -0.226762 2.467359 3.912120
H: 1.148273 2.378557 1.205383
H: -0.554101 2.084371 1.529283
H: 0.589782 0.993047 2.197879

Atoms 1-2, force components in eV/Å:
O 2.65 -2.69 0.60
C -2.55 2.64 -0.83

Löwdin population analysis, charges in e, atoms 1 to 4: number 1, O, carries -0.141; number 2, C, carries -0.223; number 3, C, carries -0.289; number 4, O, carries -0.271

[3]
# C5H8N2S

A single C5H8N2S molecule at a distorted geometry (wB97M-V/def2-TZVPD, the OMol25 dataset).

The value obtained for the LUMO energy is 0.74 eV. The SMILES is CN[C@@H]1[C@@H]2C=NS[C@@H]21. Its spin multiplicity is 1. The calculation puts the HOMO energy at -8.170 eV. The value obtained for the energy above the lowest of the compared OMol25 structures with the same formula, charge and spin is 469.1 kJ/mol. The gap between HOMO and LUMO comes out at 8.91 eV.

CARTESIAN COORDINATES (ANGSTROEM)
C: -2.128857 -0.241299 -0.806447
C: -0.232844 -0.356301 0.829167
C: 1.462028 -0.609092 0.815919
C: 1.451516 1.416962 -0.430364
C: 0.830480 0.771611 0.813984
H: -2.416201 -0.765253 -1.856629
H: -2.694338 0.873791 -0.985892
H: -2.840797 -0.681390 -0.116496
H: -0.504408 -1.518326 -0.784892
H: -0.945102 -0.599583 1.626778
H: 1.798035 -1.160153 1.802273
H: 1.339537 2.435786 -0.753990
H: 0.955865 1.373363 1.870507
N: -0.710631 -0.549792 -0.415576
N: 2.241300 0.680047 -1.074221
S: 2.394422 -1.070367 -0.534115

Atoms 1-2, force components in eV/Å:
C -2.05 0.52 -2.32
C 3.17 1.16 0.06

Löwdin population analysis, charges in e, atoms 1 to 4: number 1, C, carries -0.131; number 2, C, carries -0.286; number 3, C, carries -0.569; number 4, C, carries -0.215

[4]
# C33H78AsF6N10O9Pb

A molecular structure, C33H78AsF6N10O9Pb at a distorted geometry (wB97M-V/def2-TZVPD, the OMol25 dataset).

The value obtained for the LUMO energy is -3.02 eV. Its spin multiplicity is 1. The total charge is +1. The calculation puts the HOMO energy at -9.920 eV. The gap between HOMO and LUMO comes out at 6.90 eV.

CARTESIAN COORDINATES (ANGSTROEM)
Pb: -1.821714 -3.524665 -0.747245
As: -0.767605 0.492143 -0.403914
F: 0.711055 -0.410043 -0.426038
F: 0.251885 1.856890 -0.295984
F: -2.138196 1.510418 -0.390401
F: -1.564018 -1.079526 -0.529462
F: -0.870622 0.324965 1.293442
F: -0.776219 0.583661 -2.115685
C: 7.966004 2.679452 0.354251
C: 6.773329 1.999884 -0.317156
N: 6.170432 0.995489 0.506804
C: 7.034152 -0.105354 0.863496
C: 7.582854 -0.964092 -0.283145
C: 4.869646 0.607446 0.001229
C: 3.748224 1.503913 0.492877
H: 8.852737 2.043245 0.255432
H: 7.814629 2.822399 1.421580
H: 8.202115 3.614318 -0.149148
H: 6.064640 2.779957 -0.598498
H: 7.114461 1.574812 -1.277188
H: 7.915684 0.255853 1.398900
H: 6.536852 -0.761851 1.586101
H: 8.050625 -0.340106 -1.041862
H: 8.313628 -1.698012 0.079848
H: 6.869019 -1.647237 -0.767745
H: 4.654039 -0.425050 0.308452
H: 4.878436 0.562597 -1.103467
H: 3.779041 2.492380 0.027648
H: 3.775670 1.675047 1.569520
H: 2.780199 1.061513 0.241169
C: -1.548068 3.498599 -4.062721
C: -0.043566 3.723403 -4.072529
O: 0.470228 4.628069 -4.709792
N: 0.659335 2.837481 -3.330930
C: 2.054898 2.955484 -3.071570
H: -1.917417 3.645744 -5.071600
H: -1.932206 4.329827 -3.458654
H: -1.848775 2.573040 -3.583358
H: 0.156074 2.259166 -2.676221
H: 2.242394 2.892541 -1.994590
H: 2.430755 3.917706 -3.406639
H: 2.620161 2.124578 -3.504030
C: -4.916567 -0.046673 -0.716712
C: -5.222312 -1.514659 -0.934640
O: -4.321137 -2.356710 -0.973432
N: -6.506674 -1.810336 -1.288808
C: -6.894536 -3.151323 -1.637279
H: -4.619808 0.123856 0.322903
H: -5.804607 0.556351 -0.894609
H: -4.068545 0.252632 -1.322133
H: -7.208393 -1.153100 -1.001007
H: -6.333656 -3.901141 -1.083985
H: -6.884497 -3.354291 -2.704390
H: -7.920867 -3.296904 -1.282659
C: 1.046034 -0.618175 6.952570
C: 0.869224 0.556017 5.996193
O: 0.418552 1.633119 6.356597
N: 1.367445 0.356495 4.728723
C: 1.242579 1.348135 3.693956
H: 0.376590 -1.423294 6.616287
H: 0.778032 -0.346983 7.963438
H: 2.053499 -1.033678 6.911037
H: 1.789427 -0.532745 4.542362
H: 1.118004 0.886584 2.710798
H: 2.132529 1.982445 3.608147
H: 0.407496 2.014295 3.883378
C: 1.789123 -5.442196 -0.336875
C: 1.465726 -4.194351 0.416398
O: 0.279138 -3.880907 0.677923
N: 2.489353 -3.444817 0.826307
C: 2.359967 -2.174703 1.543967
H: 1.129846 -6.230885 0.022736
H: 2.809606 -5.800778 -0.179920
H: 1.674209 -5.331919 -1.414127
H: 3.425481 -3.776426 0.679242
H: 3.335643 -1.689668 1.438704
H: 2.255747 -2.286332 2.625822
H: 1.591577 -1.541944 1.117075
C: 0.274631 -4.368761 -4.265725
C: 0.758519 -3.358347 -3.277238
O: 0.157040 -3.155898 -2.208701
N: 1.833952 -2.663163 -3.636975
C: 2.461448 -1.650467 -2.813461
H: 0.965572 -4.583638 -5.078296
H: -0.702744 -4.099228 -4.656442
H: 0.139091 -5.323954 -3.746305
H: 2.277349 -2.830197 -4.520974
H: 2.827762 -1.994516 -1.843544
H: 1.750522 -0.861343 -2.583340
H: 3.303634 -1.220613 -3.348930
C: 0.727376 4.320602 2.074710
C: 0.323655 5.731209 1.771384
O: 0.778489 6.668612 2.412545
N: -0.599295 5.935043 0.777687
C: -1.266400 4.928540 -0.045116
H: 1.246138 4.291978 3.025325
H: 1.245249 3.802746 1.273317
H: -0.226171 3.809042 2.288639
H: -0.788549 6.905284 0.596148
H: -2.224444 5.402302 -0.282560
H: -1.568771 4.015388 0.461015
H: -0.722855 4.722221 -0.969018
C: -4.414277 -4.284498 -4.618995
C: -3.484758 -3.264084 -4.019644
O: -2.597361 -3.592466 -3.207412
N: -3.701732 -1.969989 -4.343869
C: -2.743119 -0.898859 -4.062826
H: -4.931305 -3.948420 -5.520938
H: -5.211950 -4.472130 -3.896159
H: -3.881990 -5.194194 -4.877909
H: -4.274991 -1.888754 -5.169714
H: -2.292050 -0.631117 -5.023122
H: -1.913795 -1.272883 -3.476065
H: -3.269026 -0.065266 -3.620020
C: -2.700137 1.633995 3.368820
C: -3.497955 2.856569 2.993814
O: -3.851767 3.682951 3.794386
N: -3.818464 2.936331 1.663458
C: -4.450774 4.136189 1.223727
H: -3.089720 0.724154 2.912485
H: -2.669948 1.515553 4.450928
H: -1.659686 1.802970 3.086224
H: -3.618412 2.119891 1.120369
H: -4.876216 4.107596 0.219518
H: -3.802695 5.012734 1.246548
H: -5.295096 4.371843 1.874520
C: -4.418257 -2.440026 2.983271
C: -2.970497 -2.436603 2.599911
O: -2.612281 -2.649200 1.444021
N: -2.113867 -2.115012 3.577294
C: -0.674740 -2.008923 3.361340
H: -5.022335 -2.577858 2.089444
H: -4.667073 -1.475228 3.422912
H: -4.651552 -3.266544 3.653592
H: -2.463193 -2.285027 4.506972
H: -0.330633 -1.127011 3.910951
H: -0.472576 -1.816576 2.319288
H: -0.144994 -2.884024 3.733574

Atoms 1-2, force components in eV/Å:
Pb -0.03 0.60 0.12
As 1.63 0.11 0.41

Löwdin population analysis, charges in e, atoms 1 to 4: number 1, Pb, carries 1.732; number 2, As, carries 0.712; number 3, F, carries -0.246; number 4, F, carries -0.214